This record from the OMol25 dataset describes a molecular structure, C38H49Br2GeO4V at a distorted geometry. The level of theory is the ωB97M-V functional and the def2-TZVPD basis.

For the energy relative to the best compared isomer or geometry (same formula, charge and spin), the calculation gives 12.7 kcal per mole. Its net charge is +2. The expectation value of S² is 2.0203. The energy comes out at -9946.730250 hartree. The orbital gap (spin up / spin down) comes out at 6.1631 / 6.0971 eV. The calculation puts the strongest force on any atom at 0.0357 hartree/bohr. The spin multiplicity is 3.

Last column: Mulliken spin population.
CARTESIAN COORDINATES (ANGSTROEM)
V 0.44 -0.24 -0.17  1.947
C -0.72 2.05 -3.10  0.003
O -1.08 1.66 -1.78  0.006
C -1.54 2.72 -0.95  -0.001
C -0.61 2.78 0.23  0.019
O -0.52 1.45 0.79  -0.016
C -1.27 1.28 2.01  -0.010
C -1.53 -0.20 2.15  0.016
O -0.35 -0.90 1.69  -0.031
C -0.45 -2.32 1.94  0.014
H -1.56 2.55 -3.59  0.002
H 0.15 2.71 -3.09  -0.001
H -0.48 1.14 -3.65  0.000
H -1.54 3.68 -1.48  0.000
H -2.57 2.51 -0.65  -0.001
H 0.39 3.06 -0.12  -0.001
H -0.93 3.48 0.99  0.001
H -0.68 1.67 2.84  -0.004
H -2.22 1.82 1.95  -0.002
H -1.72 -0.45 3.20  0.000
H -2.38 -0.53 1.54  -0.004
H -0.59 -2.48 3.01  0.002
H -1.28 -2.74 1.38  -0.001
H 0.49 -2.77 1.62  -0.007
C -2.14 -7.51 -2.01  0.000
C -2.26 -6.31 -2.95  0.000
C -1.66 -6.67 -4.32  0.000
C -3.74 -5.98 -3.14  0.000
C -1.49 -5.13 -2.37  0.003
C -2.08 -3.90 -2.10  0.000
C -1.31 -2.89 -1.58  -0.021
Br -2.12 -1.18 -1.30  0.023
C 0.05 -3.00 -1.29  0.029
O 0.68 -1.92 -0.74  -0.005
C 0.67 -4.23 -1.58  -0.004
C -0.13 -5.24 -2.10  -0.004
C 2.17 -4.59 -1.42  0.001
C 3.05 -3.52 -0.79  0.002
C 2.29 -5.84 -0.53  0.000
C 2.74 -4.88 -2.82  0.000
H -2.70 -8.35 -2.40  0.000
H -2.54 -7.27 -1.02  0.000
H -1.10 -7.83 -1.88  0.000
H -2.20 -7.51 -4.75  0.000
H -0.61 -6.95 -4.24  0.000
H -1.74 -5.83 -5.01  0.000
H -4.25 -6.85 -3.54  0.000
H -3.89 -5.16 -3.84  0.000
H -4.22 -5.73 -2.19  0.000
H -3.13 -3.72 -2.30  -0.003
H 0.35 -6.18 -2.33  0.000
H 2.74 -3.31 0.24  -0.006
H 3.06 -2.59 -1.36  0.003
H 4.07 -3.91 -0.75  0.000
H 1.87 -5.65 0.46  0.000
H 3.34 -6.10 -0.42  0.000
H 1.78 -6.70 -0.96  0.000
H 2.67 -4.00 -3.46  0.000
H 2.21 -5.70 -3.31  0.000
H 3.79 -5.17 -2.73  0.000
Ge 3.10 0.07 1.44  0.048
C 4.74 0.51 0.67  -0.002
C 5.30 1.77 0.90  0.000
C 6.55 2.07 0.37  -0.001
C 7.23 1.11 -0.36  0.001
C 6.69 -0.16 -0.57  -0.001
C 5.44 -0.46 -0.04  0.001
C 2.17 1.10 2.72  -0.009
C 1.60 0.38 3.78  0.013
C 1.05 1.04 4.86  -0.003
C 1.03 2.43 4.89  0.004
C 1.57 3.16 3.84  -0.001
C 2.15 2.50 2.76  0.006
H 2.62 -1.38 1.47  -0.002
H 4.78 2.52 1.48  0.000
H 6.99 3.04 0.54  0.000
H 8.21 1.34 -0.77  0.000
H 7.24 -0.90 -1.13  0.000
H 5.02 -1.45 -0.20  0.000
H 1.61 -0.71 3.76  0.001
H 0.64 0.47 5.69  0.000
H 0.59 2.94 5.73  0.000
H 1.56 4.24 3.87  0.000
H 2.60 3.09 1.98  -0.001
Br 5.06 2.65 -4.09  0.005
C 3.81 1.90 -2.91  0.026
C 3.48 2.58 -1.74  -0.014
C 2.57 2.01 -0.87  0.026
C 1.96 0.77 -1.12  -0.077
C 2.33 0.11 -2.31  0.038
C 3.23 0.67 -3.20  -0.015
H 3.95 3.53 -1.52  0.000
H 2.35 2.55 0.04  0.005
H 1.91 -0.85 -2.57  0.004
H 3.49 0.16 -4.11  -0.001

---

This record from the OMol25 dataset describes a molecular structure, C38H49Cl3Ge2N2O7PSSn at a distorted geometry. The level of theory is the ωB97M-V functional and the def2-TZVPD basis.

For the energy relative to the best compared isomer or geometry (same formula, charge and spin), the calculation gives 91.5 kcal per mole. Its net charge is -2. The expectation value of S² is 0.7625. The energy comes out at -8601.983052 hartree. The orbital gap (spin up / spin down) comes out at 5.8597 / 5.7269 eV. The calculation puts the strongest force on any atom at 0.0274 hartree/bohr. The spin multiplicity is 2.

Last column: Mulliken spin population.
CARTESIAN COORDINATES (ANGSTROEM)
Sn -0.04 -0.58 0.60  -0.068
C 4.48 0.11 -2.56  0.000
C 3.69 1.09 -1.74  0.000
O 3.46 0.90 -0.56  0.001
C 3.19 2.29 -2.46  0.000
C 4.11 3.16 -3.04  0.000
C 3.72 4.32 -3.68  0.000
C 2.36 4.59 -3.79  0.000
C 1.42 3.75 -3.23  0.000
C 1.79 2.56 -2.55  -0.001
O 0.84 1.79 -2.06  -0.010
H 5.00 -0.61 -1.92  0.000
H 5.18 0.63 -3.21  0.000
H 3.77 -0.40 -3.22  0.000
H 5.17 2.94 -2.94  0.000
H 4.45 4.99 -4.10  0.000
H 2.03 5.48 -4.32  0.000
H 0.37 3.95 -3.36  0.000
N -0.29 3.65 1.09  0.000
C 0.25 2.51 1.59  0.013
N 1.61 2.48 1.72  0.000
O -0.47 1.61 2.05  -0.003
H 0.22 4.13 0.37  0.000
H -1.28 3.56 0.92  0.000
H 2.11 3.11 1.11  0.000
H 1.99 1.54 1.68  0.000
O 0.15 -1.42 -1.76  0.011
S -0.21 -2.81 -2.24  0.002
C 0.56 -3.83 -0.87  -0.003
C 1.52 -4.80 -1.52  0.000
C 2.22 -4.00 -2.61  0.000
C 1.11 -3.34 -3.40  0.002
H -0.25 -4.30 -0.32  0.002
H 1.07 -3.11 -0.23  -0.002
H 0.96 -5.62 -1.99  0.000
H 2.22 -5.23 -0.80  0.000
H 2.85 -4.62 -3.24  0.000
H 2.85 -3.23 -2.15  0.000
H 0.61 -4.04 -4.08  0.000
H 1.42 -2.47 -3.96  -0.001
Cl -0.49 2.40 -5.46  0.000
Ge -0.30 0.60 -3.73  -0.001
Cl 1.77 0.01 -4.61  0.000
Cl -1.38 -1.92 -4.45  0.000
C 2.99 -1.26 6.81  0.000
C 2.53 -0.79 5.44  0.000
O 1.13 -0.59 5.47  0.002
P 0.50 -0.02 3.99  0.007
O 0.14 -1.44 3.30  0.055
C -0.87 -2.31 3.85  0.053
C -0.38 -3.74 3.77  0.011
O -0.95 0.32 4.60  0.010
C -1.31 1.65 4.93  0.007
C -1.84 1.67 6.36  0.001
H 4.07 -1.43 6.80  0.000
H 2.47 -2.18 7.08  0.000
H 2.76 -0.50 7.56  0.000
H 2.79 -1.52 4.67  0.000
H 3.02 0.15 5.18  0.000
H -1.77 -2.16 3.26  -0.023
H -1.06 -2.02 4.89  0.000
H -0.25 -4.02 2.72  -0.003
H -1.11 -4.41 4.23  0.000
H 0.57 -3.84 4.29  0.000
H -2.07 1.96 4.22  -0.001
H -0.46 2.33 4.84  0.001
H -2.70 0.99 6.43  0.000
H -2.15 2.67 6.65  0.000
H -1.07 1.31 7.04  0.000
C -2.11 -1.16 0.68  0.930
Ge -3.50 0.10 0.27  -0.108
C -5.24 -0.86 0.66  0.018
C -5.27 -2.23 0.90  -0.014
C -6.47 -2.89 1.12  0.004
C -7.67 -2.20 1.10  0.001
C -7.66 -0.83 0.86  0.000
C -6.46 -0.18 0.63  0.006
C -3.81 0.49 -1.67  0.009
C -3.55 1.69 -2.32  -0.003
C -3.75 1.83 -3.69  0.001
C -4.20 0.75 -4.43  0.001
C -4.44 -0.46 -3.80  0.012
C -4.25 -0.58 -2.43  0.044
C -3.90 1.73 1.38  0.006
C -4.43 1.49 2.65  0.036
C -4.75 2.53 3.52  0.009
C -4.52 3.84 3.14  0.000
C -3.97 4.10 1.90  0.001
C -3.68 3.06 1.03  0.006
H -4.32 -2.76 0.92  -0.018
H -6.48 -3.96 1.30  0.000
H -8.61 -2.71 1.27  0.000
H -8.60 -0.28 0.84  0.000
H -6.45 0.89 0.45  0.000
H -3.17 2.54 -1.77  0.002
H -3.53 2.77 -4.18  0.000
H -4.34 0.85 -5.50  0.000
H -4.76 -1.32 -4.38  0.000
H -4.42 -1.54 -1.95  -0.010
H -4.58 0.46 2.96  0.001
H -5.18 2.31 4.49  0.000
H -4.78 4.66 3.81  0.000
H -3.78 5.13 1.61  0.000
H -3.28 3.30 0.05  0.004

---

Question: Look up the strongest force on any atom of the first one.
Answer: 0.0357 hartree/bohr